[1]
39
Properties=species:S:1:pos:R:3:forces:R:3:nbo_charge:R:1 method="wB97M-V/def2-TZVPD" homo_lumo_gap_ev=7.6 relative_energy_kj_mol=1.5 total_charge=-2 energy_ev=-52277.495 lumo_ev=4.2491 homo_energy_ha=-0.122
Rb 0.633 -1.764 0.274 0.01 -0.02 0.06 0.9664
C -2.730 1.610 3.765 -0.01 0.01 0.01 -0.6136
C -2.592 0.435 2.808 -0.01 -0.03 0.00 0.1263
C -3.948 -0.198 2.521 0.01 0.01 0.00 -0.6139
O -2.012 0.882 1.586 0.01 0.01 0.00 -0.7935
C -1.635 -0.643 3.414 0.04 0.00 0.00 0.7536
O -1.936 -1.108 4.519 -0.01 0.00 0.00 -0.7421
O -0.645 -0.917 2.675 -0.06 0.04 0.05 -0.8170
H -3.396 2.365 3.338 0.00 0.00 0.01 0.1823
H -1.754 2.066 3.941 0.00 0.00 -0.01 0.2080
H -3.130 1.267 4.719 0.00 0.00 0.00 0.2174
H -4.627 0.545 2.092 0.00 0.00 0.00 0.1845
H -4.375 -0.596 3.442 0.00 0.00 0.00 0.2145
H -3.833 -1.013 1.805 0.00 0.00 0.00 0.2140
H -1.191 0.331 1.574 -0.02 0.00 -0.01 0.5029
O 2.810 -1.791 -3.369 0.02 -0.02 0.02 -1.0581
P 3.585 -2.493 -2.127 -0.01 -0.01 -0.08 2.5399
O 5.005 -2.695 -2.491 -0.01 0.00 0.03 -1.1718
O 3.185 -1.797 -0.857 0.00 0.05 0.00 -1.2436
O 2.841 -3.976 -2.119 -0.02 0.03 0.02 -1.1229
P 1.258 -4.174 -1.860 0.02 0.01 -0.05 2.5291
O 0.985 -5.487 -2.787 0.00 -0.01 0.00 -1.0093
O 0.952 -4.536 -0.453 0.03 -0.07 0.01 -1.1894
O 0.543 -2.987 -2.458 0.01 0.02 -0.06 -1.2377
H 1.855 -1.982 -3.228 -0.01 0.00 0.00 0.5177
H 1.154 -5.239 -3.702 0.00 0.00 0.00 0.4798
N -1.146 2.786 -0.455 0.02 0.02 0.00 -0.8149
C 0.130 2.598 -0.938 -0.02 -0.03 0.01 0.3820
C 0.823 3.660 -1.540 -0.01 0.01 -0.01 -0.3301
C 2.075 3.421 -2.067 0.01 -0.02 0.00 -0.1623
C 2.615 2.144 -1.990 0.00 0.02 -0.02 -0.3190
C 1.863 1.159 -1.371 0.00 -0.03 0.02 0.0637
N 0.649 1.371 -0.847 0.03 0.02 -0.02 -0.5006
H -1.374 3.735 -0.211 -0.01 -0.01 0.00 0.3595
H -1.484 2.102 0.218 0.00 0.00 0.00 0.4353
H 0.366 4.641 -1.593 0.00 0.00 0.00 0.1908
H 2.625 4.228 -2.538 0.01 -0.01 0.00 0.1943
H 3.585 1.898 -2.398 0.00 0.00 0.00 0.2238
H 2.271 0.153 -1.290 -0.01 -0.02 0.00 0.2539


[2]
74
Properties=species:S:1:pos:R:3:forces:R:3:mulliken_charge:R:1 method="wB97M-V/def2-TZVPD" homo_lumo_gap_ev=5.3 relative_energy_kj_mol=45.4 total_charge=-2 energy_ev=-55890.642 lumo_ev=3.8050 homo_energy_ha=-0.056
Cs -0.574 -0.869 -0.517 0.11 0.21 0.74 0.9574
C -2.454 1.074 2.182 -0.17 -0.11 0.01 -0.7252
C -1.359 1.279 3.173 0.05 -0.01 -0.02 0.6511
C -1.613 1.435 4.536 0.03 -0.02 0.02 -0.6760
C -0.547 1.493 5.412 -0.04 0.00 -0.03 -0.4478
C 0.743 1.419 4.912 0.02 -0.01 0.03 -0.7905
C 0.909 1.304 3.536 0.03 0.00 0.07 0.4297
N -0.117 1.233 2.697 -0.03 0.02 -0.09 -0.0712
C 2.269 1.247 2.919 0.00 -0.02 0.02 0.6411
C 3.382 1.783 3.567 0.05 0.03 0.02 -0.8351
C 4.618 1.693 2.954 0.00 -0.01 -0.02 -0.6250
C 4.711 1.082 1.717 0.00 0.00 0.01 -0.7995
C 3.544 0.590 1.134 0.01 0.01 0.01 0.4124
N 2.359 0.674 1.723 -0.05 -0.01 -0.04 0.1456
C 3.582 -0.052 -0.210 -0.02 0.04 0.01 0.5824
C 4.639 -0.877 -0.564 -0.01 -0.05 -0.02 -0.7856
C 4.630 -1.450 -1.824 -0.01 0.00 0.02 -0.5222
C 3.572 -1.184 -2.670 0.01 0.01 -0.09 -0.7495
C 2.539 -0.358 -2.229 -0.06 0.09 0.17 1.1764
C 1.317 -0.145 -3.074 0.05 -0.05 -0.27 -2.0855
N 2.556 0.208 -1.022 0.07 -0.09 -0.08 -0.1897
H -3.406 1.494 2.505 0.02 0.04 0.02 0.3158
H -2.611 -0.003 2.073 -0.02 0.01 -0.03 0.0831
H -2.209 1.460 1.195 0.05 0.05 0.02 0.1638
H -2.635 1.468 4.889 0.00 -0.01 0.01 0.3597
H -0.715 1.575 6.480 0.00 0.00 0.00 0.3922
H 1.591 1.416 5.584 0.01 0.01 -0.03 0.3158
H 3.281 2.283 4.521 -0.03 -0.02 0.00 0.3341
H 5.497 2.110 3.430 0.00 0.00 0.00 0.4077
H 5.655 1.008 1.194 0.01 0.00 0.01 0.4709
H 5.407 -1.119 0.157 0.02 0.01 -0.01 0.4423
H 5.422 -2.123 -2.128 0.01 0.00 0.00 0.3899
H 3.516 -1.624 -3.658 0.01 -0.02 0.02 0.3718
H 1.590 -0.022 -4.124 -0.04 0.03 0.00 0.4695
H 0.707 0.700 -2.753 0.15 0.00 0.03 0.5006
H 0.696 -1.042 -3.014 -0.03 0.00 -0.22 0.2666
C -2.205 -5.477 -3.462 -0.11 0.20 -0.09 -0.7042
O -2.505 -4.346 -4.265 0.10 -0.07 0.02 -0.4916
C -3.412 -3.464 -3.685 -0.01 0.01 0.04 0.2295
C -4.599 -3.252 -4.351 -0.04 -0.03 0.03 -0.3964
C -5.544 -2.339 -3.879 -0.03 -0.01 -0.04 -0.6865
C -5.270 -1.650 -2.709 0.11 0.00 -0.01 -0.3739
C -4.080 -1.857 -2.019 -0.07 0.08 0.04 0.7572
C -3.806 -1.166 -0.738 -0.15 -0.03 -0.10 -1.3000
N -3.812 0.081 -0.480 -0.01 -0.01 -0.05 -0.1764
N -4.157 0.966 -1.500 0.07 -0.03 0.04 -0.4813
C -3.133 1.590 -2.016 0.04 0.16 -0.05 0.1483
O -1.891 1.424 -1.798 -0.08 -0.09 0.07 -0.7468
C -3.519 2.676 -3.002 -0.01 -0.03 0.02 0.3154
C -4.841 2.917 -3.373 -0.01 0.01 -0.02 -0.1717
C -5.153 3.936 -4.261 0.01 -0.02 0.01 -0.6041
C -4.147 4.735 -4.796 0.00 -0.01 0.00 -0.2912
C -2.828 4.498 -4.435 0.00 0.00 -0.01 -0.6082
C -2.519 3.474 -3.548 -0.01 0.00 0.01 -0.3358
C -3.069 -2.744 -2.492 0.17 -0.12 -0.06 0.1521
O -1.931 -2.859 -1.905 -0.30 -0.27 -0.23 -0.7154
H -1.445 -6.049 -3.998 0.01 0.02 0.03 0.2248
H -3.098 -6.103 -3.337 0.01 0.01 0.03 0.2749
H -1.828 -5.171 -2.487 0.03 0.03 0.06 0.2116
H -4.769 -3.812 -5.265 0.00 0.00 -0.01 0.3681
H -6.465 -2.168 -4.424 0.00 0.00 0.00 0.3237
H -5.967 -0.916 -2.322 -0.01 -0.01 0.00 0.3396
H -3.541 -1.806 0.109 0.00 0.00 -0.05 0.7654
H -5.608 2.285 -2.946 0.00 0.00 0.00 0.4162
H -6.187 4.109 -4.541 0.00 0.00 0.00 0.3524
H -4.392 5.533 -5.489 0.00 0.00 0.00 0.3436
H -2.035 5.113 -4.846 0.00 0.00 0.00 0.3553
H -1.501 3.265 -3.247 0.00 0.01 -0.01 0.3992
O 3.367 -3.322 1.247 0.07 0.05 0.01 -0.4123
N 2.383 -3.273 1.956 0.05 -0.06 0.02 0.0992
O 1.376 -2.675 1.422 -0.01 -0.18 -0.07 -0.5053
N -0.568 -2.570 2.925 -0.17 -0.08 0.15 -0.0668
C -1.490 -2.335 3.594 0.03 0.00 0.01 -0.5175
H 0.419 -2.726 2.214 0.13 0.35 -0.09 0.5316